Below is 2 unconnected molecules or ions with the total composition C2H3IO in a non-equilibrium geometry, with properties calculated with ωB97M-V/def2-TZVPD.

Structure (XYZ):
```
7
Properties=species:S:1:pos:R:3:forces:R:3
C -0.6417 0.0155 0.6092 -3.83 -1.31 -1.75
C 0.3288 -0.1117 -0.4395 0.60 -0.41 -5.02
O -0.1954 1.1098 -0.0741 1.54 2.06 -1.78
I 2.4034 -0.4027 -0.0054 -0.43 -0.04 -0.07
H -1.7363 -0.1356 0.3564 1.36 -0.53 0.92
H -0.2606 0.0156 1.5504 0.42 -0.66 3.02
H 0.1017 -0.4908 -1.9971 0.35 0.90 4.68
```
Forces are in eV/Å.

Values from the calculation:
LUMO level ... -0.07 eV
Calculated total energy ... -12266.7049 eV
Charge ... 0
F_max ... 0.09867 Eh/bohr
Orbital gap ... 9.555 eV
Relative energy (zero: lowest compared OMol25 entry of this formula, charge and spin) ... 3.692 eV

---

Below is a molecular structure, C2H3IO2 in a non-equilibrium geometry, with properties calculated with ωB97M-V/def2-TZVPD.

Structure (XYZ):
```
8
Properties=species:S:1:pos:R:3:forces:R:3
C 0.0896 -0.6378 0.2039 3.37 0.62 -0.79
C -1.1897 0.0125 -0.0376 -0.45 0.83 -1.19
O 0.9916 -1.3295 0.4202 -3.39 0.83 -0.16
O 1.6513 1.3325 -0.3905 -1.31 -1.11 0.35
I 3.1460 0.2116 -0.0578 1.12 0.54 -0.16
H -1.8309 -0.7258 -0.5594 0.33 0.41 -0.04
H -1.5944 0.0453 0.9469 -0.59 0.36 1.02
H -1.2636 1.0911 -0.5256 0.91 -2.49 0.97
```
Forces are in eV/Å.

Values from the calculation:
LUMO level (spin up / spin down) ... -0.33 / -0.33 eV
Calculated total energy ... -14313.5964 eV
Charge ... 0
F_max ... 0.06843 Eh/bohr
Orbital gap (spin up / spin down) ... 7.103 / 7.104 eV
Relative energy (zero: lowest compared OMol25 entry of this formula, charge and spin) ... 5.006 eV